C5H10Br2O3 | the ωB97M-V functional and the def2-TZVPD basis

XYZ file:
```
20
Properties=species:S:1:pos:R:3:mulliken_charge:R:1
C 2.138 -0.144 -1.081 -1.11
C -1.312 -0.459 -0.707 -1.78
C -1.301 0.799 1.682 0.03
C 1.225 -0.869 -0.120 0.52
C -0.174 0.235 0.067 0.56
O -2.610 0.508 1.377 -0.48
O 0.680 -2.066 -0.467 -0.49
O 0.110 1.423 -0.437 -0.58
Br 2.030 -0.980 1.761 -0.25
Br -0.974 2.617 1.976 -0.18
H 2.688 0.723 -0.590 0.30
H 1.535 0.309 -1.755 0.38
H 2.958 -0.908 -1.448 0.29
H -1.913 -1.158 -0.219 0.47
H -1.088 -0.968 -1.618 0.42
H -2.036 0.293 -1.219 0.39
H -0.992 0.038 2.522 0.35
H -2.899 1.085 0.608 0.41
H 1.383 -2.654 -0.496 0.40
H 0.552 2.176 0.164 0.35
```

Calculated values
**Energy relative to the best compared isomer or geometry (same formula, charge and spin)**: 3.494 eV
**HOMO level**: -8.91 eV

=====

C34H55BrEuN3OP2 | the ωB97M-V functional and the def2-TZVPD basis

XYZ file:
```
97
Properties=species:S:1:pos:R:3:lowdin_spin:R:1
C 2.600 0.845 -0.579 0.00
C 0.533 1.015 -1.719 0.00
C 3.261 1.609 -1.534 0.00
C 1.172 1.829 -2.696 0.00
C 2.514 2.161 -2.575 0.00
H 4.328 1.790 -1.407 0.00
H 0.553 2.240 -3.498 0.00
H 2.993 2.844 -3.277 0.00
N 1.283 0.596 -0.637 -0.01
P 2.391 -0.027 2.077 -0.01
P -2.317 -0.170 -1.793 0.00
C 3.419 0.264 0.585 0.00
H 3.891 -0.679 0.265 0.00
H 4.253 0.941 0.821 0.00
C -2.520 -1.642 1.775 0.00
O -3.269 -2.506 1.894 0.00
C -0.918 0.885 -1.760 -0.01
H -1.366 1.874 -1.968 0.00
C -2.477 -0.722 -3.650 0.00
C -3.811 0.954 -1.235 0.00
C 2.748 -1.787 2.748 0.00
C 2.964 1.430 3.150 0.00
C -2.878 -2.203 -3.585 0.00
H -3.890 -2.333 -3.177 0.00
H -2.857 -2.628 -4.600 0.00
H -2.182 -2.767 -2.956 0.00
C -3.515 0.036 -4.474 0.00
H -4.523 -0.020 -4.047 0.00
H -3.233 1.083 -4.633 0.00
H -3.558 -0.439 -5.466 0.00
C -1.108 -0.577 -4.316 0.00
H -1.120 -1.104 -5.282 0.00
H -0.838 0.472 -4.489 0.00
H -0.330 -1.029 -3.691 0.00
C -5.080 0.079 -1.270 0.00
H -4.988 -0.777 -0.589 0.00
H -5.941 0.682 -0.943 0.00
H -5.309 -0.310 -2.270 0.00
C -3.582 1.431 0.211 0.00
H -3.481 0.593 0.924 0.00
H -2.716 2.103 0.301 0.00
H -4.465 2.014 0.523 0.00
C -3.969 2.192 -2.123 0.00
H -4.168 1.952 -3.170 0.00
H -4.833 2.770 -1.759 0.00
H -3.092 2.850 -2.081 0.00
C 2.117 1.433 4.435 0.00
H 2.441 2.275 5.064 0.00
H 1.049 1.569 4.210 0.00
H 2.230 0.511 5.021 0.00
C 2.656 2.718 2.360 0.00
H 3.223 2.789 1.422 0.00
H 1.584 2.804 2.129 0.00
H 2.936 3.583 2.982 0.00
C 4.462 1.384 3.494 0.00
H 4.738 2.354 3.936 0.00
H 4.701 0.614 4.238 0.00
H 5.104 1.232 2.617 0.00
C 3.362 -2.682 1.661 0.00
H 4.389 -2.385 1.404 0.00
H 3.409 -3.716 2.039 0.00
H 2.757 -2.692 0.746 0.00
C 1.368 -2.352 3.159 0.00
H 0.683 -2.442 2.296 0.00
H 1.500 -3.361 3.579 0.00
H 0.881 -1.727 3.923 0.00
C 3.695 -1.774 3.952 0.00
H 4.695 -1.413 3.681 0.00
H 3.308 -1.186 4.795 0.00
H 3.810 -2.811 4.306 0.00
Eu -0.539 0.190 1.054 7.02
N -0.528 -1.665 -0.502 -0.01
C -0.249 -2.056 -1.591 0.01
C 0.379 -3.351 -2.213 0.00
C 0.525 -3.328 -3.721 0.00
C 1.774 -3.478 -1.617 0.00
C -0.537 -4.501 -1.795 0.00
H -0.430 -3.203 -4.233 0.00
H 1.215 -2.541 -4.041 0.00
H 0.948 -4.285 -4.057 0.00
H 1.719 -3.638 -0.536 0.00
H 2.321 -4.332 -2.041 0.00
H 2.357 -2.567 -1.828 0.00
H -0.134 -5.470 -2.110 0.00
H -0.649 -4.524 -0.703 0.00
H -1.532 -4.391 -2.244 0.00
Br -1.471 6.587 1.852 0.00
C -1.528 4.793 2.462 0.00
C -2.208 4.472 3.640 0.00
C -2.240 3.141 4.054 0.00
C -1.594 2.167 3.284 0.00
N -0.938 2.477 2.140 -0.01
C -0.901 3.779 1.724 0.00
H -2.699 5.256 4.205 0.00
H -2.760 2.835 4.962 0.00
H -1.606 1.104 3.582 0.00
H -0.365 3.997 0.799 0.00
```

Calculated values
**Total charge**: +1
**Energy relative to the best compared isomer or geometry (same formula, charge and spin)**: 2.080 eV
**Multiplicity**: 8
**HOMO level (alpha / beta)**: -8.36 / -8.39 eV

=====

C3H7NO5P | the ωB97M-V functional and the def2-TZVPD basis

XYZ file:
```
17
Properties=species:S:1:pos:R:3:mulliken_charge:R:1
C -0.482 -1.148 1.876 0.39
C -0.108 0.916 -2.172 -0.78
C 0.176 -0.911 0.500 -0.05
N 1.500 -1.508 0.181 -0.71
O -1.491 -0.442 2.269 -0.55
O -1.518 1.377 0.445 -0.78
O 0.014 -2.017 2.547 -0.62
O 0.836 1.952 1.255 -0.75
O 0.565 1.555 -1.119 -0.36
P -0.025 1.265 0.363 1.01
H -0.929 0.368 -1.826 0.39
H 0.561 0.209 -2.558 0.29
H -0.490 1.659 -2.989 0.21
H -0.563 -1.306 -0.317 0.24
H 2.122 -1.001 0.674 0.28
H 1.531 -1.320 -0.787 0.30
H -1.700 0.353 1.661 0.49
```

Calculated values
**SMILES string**: CO[P@](=O)([O-])[C@@H](N)C(=O)O
**Total charge**: -1
**Energy relative to the best compared isomer or geometry (same formula, charge and spin)**: 1.071 eV
**HOMO level**: -4.57 eV

=====

Q: What is the energy relative to the best compared isomer or geometry (same formula, charge and spin) in the third record?
A: 1.071 eV

=====

Q: Which value of energy relative to the best compared isomer or geometry (same formula, charge and spin) does entry 3 give?
A: 1.071 eV

=====

Q: Look up the energy relative to the best compared isomer or geometry (same formula, charge and spin) of the second one.
A: 2.080 eV

=====

What did the first record say?
C5H10Br2O3 | the ωB97M-V functional and the def2-TZVPD basis

XYZ file:
```
20
Properties=species:S:1:pos:R:3:mulliken_charge:R:1
C 2.138 -0.144 -1.081 -1.11
C -1.312 -0.459 -0.707 -1.78
C -1.301 0.799 1.682 0.03
C 1.225 -0.869 -0.120 0.52
C -0.174 0.235 0.067 0.56
O -2.610 0.508 1.377 -0.48
O 0.680 -2.066 -0.467 -0.49
O 0.110 1.423 -0.437 -0.58
Br 2.030 -0.980 1.761 -0.25
Br -0.974 2.617 1.976 -0.18
H 2.688 0.723 -0.590 0.30
H 1.535 0.309 -1.755 0.38
H 2.958 -0.908 -1.448 0.29
H -1.913 -1.158 -0.219 0.47
H -1.088 -0.968 -1.618 0.42
H -2.036 0.293 -1.219 0.39
H -0.992 0.038 2.522 0.35
H -2.899 1.085 0.608 0.41
H 1.383 -2.654 -0.496 0.40
H 0.552 2.176 0.164 0.35
```

Calculated values
**Energy relative to the best compared isomer or geometry (same formula, charge and spin)**: 3.494 eV
**HOMO level**: -8.91 eV